1.
The following is a quantum chemistry calculation of a molecular structure, C10H4Cl2F3MoN2O6S in a non-equilibrium geometry, from the Open Molecules 2025 dataset.

Summary:
Relative energy (zero: lowest compared OMol25 entry of this formula, charge and spin) in kcal/mol: 63.0
Largest force on an atom in eV/A: 9.25
Electronic energy in Eh: -2630.42494
Charge: +1
2S+1: 3

The geometry in XYZ format:
```
29
Properties=species:S:1:pos:R:3:forces:R:3
Mo 0.3851 1.2236 -1.1582 3.07 -0.04 -2.33
Cl -2.4897 -2.8599 -0.5818 0.30 0.42 0.10
C -1.7873 -1.8221 0.6118 -0.02 -0.13 -0.86
C -2.0433 -2.1460 1.9512 0.37 0.59 0.48
C -1.5172 -1.3670 2.9554 -0.59 -0.84 -0.11
Cl -1.8628 -1.8133 4.5882 0.18 0.24 -0.14
C -0.7228 -0.2449 2.6447 0.20 0.33 0.24
C -0.1441 0.6043 3.6026 0.22 0.30 0.01
C 0.6265 1.6870 3.2113 -0.31 -0.47 0.02
C 0.8051 1.9035 1.8575 0.20 0.27 -0.55
N 0.2706 1.1195 0.9164 -0.43 0.06 0.94
C -0.4864 0.0531 1.2825 -0.42 -0.46 0.51
C -1.0119 -0.7272 0.2369 -0.86 -1.42 1.75
O -0.7547 -0.3975 -1.0182 1.42 1.75 -0.65
H -2.6521 -3.0070 2.1860 0.01 0.01 -0.03
H -0.2920 0.4229 4.6595 -0.09 -0.13 -0.05
H 1.0775 2.3464 3.9371 0.03 0.02 -0.05
H 1.3966 2.7314 1.4843 0.05 0.00 0.10
O -1.4703 3.8265 -1.2047 -0.79 1.44 -0.01
N -0.8321 2.9112 -1.1885 1.02 -1.43 -0.10
F 2.1609 -2.3035 -4.3429 0.75 0.06 -0.29
C 1.1971 -1.6682 -3.7562 -0.96 -0.63 0.23
F 1.0556 -2.1126 -2.5251 -0.03 -0.04 0.69
F 0.0834 -1.8379 -4.4183 -0.73 0.06 -0.35
S 1.6136 0.1140 -3.7194 5.79 6.76 -2.53
O 2.0757 0.5763 -5.0319 -3.12 -1.73 0.62
O 2.8196 0.3481 -2.8957 -2.32 -2.33 0.19
O 0.4224 1.1861 -3.1962 0.90 -3.18 0.79
O 2.0769 1.2532 -1.0880 -3.82 0.54 1.38
```
Positions in Å, forces in eV/Å.

2.
The following is a quantum chemistry calculation of a molecular structure, C10H5AuF8INO6S2, from the Open Molecules 2025 dataset.

Summary:
Relative energy (zero: lowest compared OMol25 entry of this formula, charge and spin) in kcal/mol: 0.0
Largest force on an atom in eV/A: 0.37
Electronic energy in Eh: -2918.80649
2S+1: 3

The geometry in XYZ format:
```
34
Properties=species:S:1:pos:R:3:forces:R:3
Au 0.6294 -0.8802 -0.4969 -0.07 0.03 0.19
F -4.0829 2.2934 1.3042 0.00 0.01 -0.01
C -3.7235 1.2236 0.6043 0.01 0.03 0.04
F -4.1116 1.3766 -0.6585 -0.01 0.01 -0.02
F -4.3049 0.1484 1.1133 0.00 -0.02 0.01
S -1.8900 1.0511 0.6134 -0.16 -0.23 0.01
O -1.6658 -0.1944 -0.1204 0.02 0.15 -0.18
O -1.3637 2.2482 0.0233 -0.07 -0.04 0.04
N -1.6775 0.8562 2.1562 0.12 0.05 0.01
S -0.2191 0.6950 2.7280 0.22 0.04 -0.19
O -0.1147 -0.3756 3.6643 -0.07 -0.01 -0.01
O 0.8030 0.8121 1.6977 -0.11 -0.03 0.16
C -0.0479 2.2296 3.7267 0.07 -0.08 0.10
F -0.9723 2.2713 4.6748 -0.05 -0.01 0.06
F -0.1817 3.3008 2.9477 -0.09 0.07 -0.08
F 1.1589 2.2671 4.2953 0.01 -0.01 -0.05
F 1.1497 -3.1844 0.9680 -0.04 0.07 -0.07
C 0.0553 -2.5022 0.5691 -0.05 -0.12 0.14
F -0.6873 -3.3130 -0.2082 0.05 0.04 -0.03
H -0.5292 -2.1879 1.4411 0.06 0.04 -0.04
I 1.7731 6.1252 2.8456 0.03 0.04 -0.01
C 1.8877 4.6602 1.3976 0.05 -0.03 0.01
C 2.9205 3.7164 1.4617 -0.02 0.03 0.01
C 3.0040 2.7517 0.4920 0.02 -0.02 0.02
C 2.0184 2.6900 -0.5135 -0.07 -0.03 -0.03
C 1.0028 3.6628 -0.5902 0.05 0.07 -0.03
C 0.9314 4.6335 0.3753 0.00 -0.02 -0.03
C 2.1305 1.6587 -1.5845 0.17 0.04 0.33
O 3.0498 2.1517 -2.2718 -0.09 0.04 -0.17
O 1.4871 0.6227 -1.7676 0.01 -0.11 -0.21
H 3.6476 3.7581 2.2599 -0.01 0.00 0.00
H 3.8085 2.0286 0.4977 -0.02 0.00 0.00
H 0.2674 3.6139 -1.3808 0.03 0.01 0.02
H 0.1370 5.3655 0.3560 -0.01 -0.01 0.00
```
Positions in Å, forces in eV/Å.

3.
The following is a quantum chemistry calculation of a molecular structure, C10H5O3P in a non-equilibrium geometry, from the Open Molecules 2025 dataset.

Summary:
Relative energy (zero: lowest compared OMol25 entry of this formula, charge and spin) in kcal/mol: 43.9
Largest force on an atom in eV/A: 2.88
Electronic energy in Eh: -950.74691

The geometry in XYZ format:
```
19
Properties=species:S:1:pos:R:3:forces:R:3
C -0.0378 -1.6507 1.8006 0.87 0.62 0.88
C 1.0891 -1.0762 1.2540 0.01 -0.77 -0.07
C -1.2096 -1.1134 1.2568 -1.99 0.09 -0.86
C 1.0601 -0.2144 0.0528 0.89 -1.42 2.34
C -0.0517 -0.6359 -0.8306 2.47 0.33 -1.40
C 1.3191 1.0157 0.4982 -1.34 1.75 -0.49
C 0.1178 -0.0925 -2.1763 -1.26 2.02 1.22
C -1.1749 -0.6533 -0.0655 -1.84 -0.26 0.74
C -0.5710 2.0413 -0.9765 0.81 1.50 0.31
C -0.2724 1.2075 -1.9045 0.32 -1.72 -1.04
O -3.2918 1.2575 -0.8364 -0.43 0.11 -0.03
O 1.9994 1.7115 1.4009 -0.06 -1.26 -0.79
O 0.6785 -0.7081 -3.1846 0.73 -0.90 -1.27
P -1.9646 1.0505 -0.2573 -0.05 -0.62 0.22
H 0.0348 -2.1345 2.8019 -0.21 0.23 -1.11
H 2.0164 -1.2117 1.7631 0.62 0.18 0.28
H -2.1993 -1.0336 1.7780 1.22 -0.05 -0.21
H 1.4877 2.4966 1.6437 -0.01 -0.04 -0.24
H 0.9701 -0.2563 -4.0183 -0.76 0.24 1.52
```
Positions in Å, forces in eV/Å.

4.
The following is a quantum chemistry calculation of a molecular structure, C10H6Cl2ErFeN2O3 in a non-equilibrium geometry, from the Open Molecules 2025 dataset.

Summary:
Relative energy (zero: lowest compared OMol25 entry of this formula, charge and spin) in kcal/mol: 47.4
Largest force on an atom in eV/A: 11.72
Electronic energy in Eh: -3917.35025
Charge: +4
2S+1: 9

The geometry in XYZ format:
```
25
Properties=species:S:1:pos:R:3:forces:R:3
Fe -1.6541 -2.2719 -3.9126 2.23 3.24 -0.51
Er -0.1748 -1.5255 -1.2803 1.51 -0.63 1.56
Cl -0.8375 -0.2466 -3.5119 -0.05 -0.66 0.07
Cl 1.7256 -2.9774 -0.8775 -1.21 0.76 -0.57
C -0.8728 -2.2399 0.9986 -0.58 -2.20 5.12
C -3.1908 -1.9892 -4.8777 -7.40 4.25 -8.03
C -1.5513 -3.9905 -3.3193 0.99 -11.43 1.69
O -0.9475 -2.5962 2.0927 0.29 1.56 -4.72
O -3.8467 -1.4954 -5.7162 3.71 -3.26 5.29
O -1.5063 -5.1594 -3.2474 -0.35 6.93 -0.26
N 2.0694 1.6256 -0.0214 -0.27 -0.06 0.64
C 1.4308 0.6671 -0.6977 -0.23 0.69 1.40
N 0.4298 0.1529 0.0538 0.60 0.30 0.21
C 0.4667 0.8035 1.3058 1.15 0.42 -2.32
C -0.4238 0.7693 2.3823 -0.31 -0.33 0.02
C -0.3076 1.7849 3.3414 0.36 0.85 0.62
C 0.6803 2.7853 3.2424 -1.66 -0.80 1.23
C 1.6028 2.7644 2.1846 1.03 1.16 0.37
C 1.4746 1.7561 1.2447 -0.22 -1.27 -2.05
H 2.8590 2.1803 -0.3414 0.10 -0.03 -0.21
H 1.6701 0.3555 -1.7214 0.27 0.31 0.33
H -1.1596 -0.0296 2.4031 -0.16 0.42 0.48
H -1.0158 1.7764 4.1697 0.25 0.17 -0.07
H 0.7032 3.5677 4.0116 0.17 -0.27 -0.38
H 2.3764 3.5326 2.0942 -0.21 -0.12 0.08
```
Positions in Å, forces in eV/Å.